(1)
Density functional theory data (ωB97M-V with the def2-TZVPD basis set) for a cluster of 7 separate species, C35H63N2O13PSi in total.

Last column: Löwdin charge in e.
Geometry (Å):
H (-3.68434, -1.13870, -6.77993)  0.04
N (-2.84354, -0.56851, -6.65412)  0.07
C (-3.20928, 0.63524, -6.42300)  -0.32
C (-2.25097, 1.82164, -6.17031)  -0.26
Si (-1.00224, 1.48726, -4.72738)  0.49
C (-1.86162, 1.28159, -3.03259)  -0.29
C (-3.37370, 0.86935, -3.10347)  -0.24
C (-4.19662, 1.15353, -1.77586)  -0.26
N (-3.27882, 1.32534, -0.63392)  0.00
C (-0.05146, -0.09694, -5.25722)  -0.24
C (1.30489, -0.28628, -4.48759)  -0.28
O (1.37846, 0.41574, -3.24434)  -0.24
C (2.67584, 1.03153, -3.15219)  -0.28
C (2.89428, 1.67194, -1.73224)  -0.06
P (0.38902, 3.19806, -4.58616)  0.79
C (0.08815, 4.48662, -5.91578)  -0.36
C (0.44144, 3.94955, -2.87312)  -0.33
H (-4.30440, 0.84623, -6.38788)  0.11
H (-2.82246, 2.76133, -6.00687)  0.07
H (-1.61986, 1.90984, -7.09086)  0.08
H (-1.24870, 0.59457, -2.41094)  0.07
H (-1.83227, 2.28200, -2.53371)  0.06
H (-3.41814, -0.21484, -3.34728)  0.10
H (-3.83877, 1.49341, -3.90543)  0.08
H (-4.91489, 0.31464, -1.63412)  0.11
H (-4.82423, 2.05843, -1.96676)  0.11
H (-3.31702, 2.28986, -0.32749)  0.07
H (-3.56139, 0.71206, 0.12258)  0.03
H (0.19611, 0.07200, -6.33524)  0.08
H (-0.69266, -1.00267, -5.19380)  0.05
H (1.42275, -1.38630, -4.31498)  0.11
H (2.11954, 0.03960, -5.16931)  0.12
H (2.78649, 1.79086, -3.95812)  0.08
H (3.43635, 0.24146, -3.34560)  0.10
H (1.95561, 1.46514, -1.17331)  0.07
H (3.77585, 1.25567, -1.21830)  0.06
H (3.00867, 2.76629, -1.88854)  0.07
H (0.10821, 3.97768, -6.90630)  0.03
H (0.95655, 5.18312, -5.90096)  0.02
H (-0.86501, 5.04940, -5.82130)  0.03
H (1.44940, 4.34997, -2.65113)  0.02
H (-0.33392, 4.72551, -2.67724)  0.04
H (0.25166, 3.13455, -2.13483)  0.02
O (2.86791, 1.88076, 1.24601)  0.11
C (2.41184, 1.03722, 1.96212)  -0.48
C (1.03967, 0.41969, 1.84975)  -0.07
C (0.87774, -0.25387, 3.20320)  -0.15
C (2.31039, -0.58060, 3.57165)  -0.15
O (3.10071, 0.46750, 2.98450)  0.02
H (1.04279, -0.30304, 1.03076)  0.13
H (0.28256, 1.18226, 1.68169)  0.13
H (0.22800, -1.12852, 3.18651)  0.11
H (0.46374, 0.45885, 3.92124)  0.12
H (2.63840, -1.53808, 3.15757)  0.13
H (2.46140, -0.59133, 4.65072)  0.12
O (1.03849, 1.67034, 6.73092)  0.12
C (2.20614, 1.91206, 6.62282)  -0.49
C (2.80713, 3.26790, 6.34658)  -0.08
C (4.22252, 2.91416, 5.92439)  -0.16
C (4.47108, 1.62864, 6.68450)  -0.16
O (3.18880, 0.98489, 6.77386)  0.01
H (2.78969, 3.85629, 7.26616)  0.13
H (2.26507, 3.77979, 5.55479)  0.13
H (4.95525, 3.69097, 6.14147)  0.12
H (4.24713, 2.71961, 4.84933)  0.12
H (4.84013, 1.80902, 7.69786)  0.13
H (5.17033, 0.97400, 6.16594)  0.13
O (-1.32986, -5.58863, -0.14020)  0.12
C (-1.04888, -4.82582, -1.01944)  -0.49
C (-1.25228, -5.05320, -2.49760)  -0.08
C (-0.37627, -3.97418, -3.11357)  -0.16
C (-0.40853, -2.89250, -2.05363)  -0.16
O (-0.52799, -3.59315, -0.80326)  0.03
H (-2.30781, -4.90780, -2.73567)  0.13
H (-0.93057, -6.05142, -2.78543)  0.13
H (-0.71858, -3.63023, -4.08959)  0.11
H (0.64341, -4.35061, -3.22866)  0.12
H (-1.26973, -2.22748, -2.16435)  0.13
H (0.50156, -2.29316, -2.05154)  0.12
O (-5.95487, 0.91674, 1.63987)  0.12
C (-5.32264, 0.22454, 2.38518)  -0.48
C (-5.79299, -0.33177, 3.70562)  -0.07
C (-4.49149, -0.76735, 4.35398)  -0.16
C (-3.63104, -1.10408, 3.15584)  -0.14
O (-4.06287, -0.20597, 2.11740)  0.00
H (-6.45635, -1.17822, 3.51754)  0.13
H (-6.30315, 0.43119, 4.28939)  0.13
H (-4.60184, -1.59118, 5.04396)  0.08
H (-4.05383, 0.07387, 4.90032)  0.12
H (-3.78058, -2.13038, 2.81324)  0.13
H (-2.57068, -0.94950, 3.35394)  0.12
O (-5.48219, -3.45408, 4.67327)  0.10
C (-4.83883, -4.15746, 5.40044)  -0.48
C (-5.29271, -4.73441, 6.71787)  -0.07
C (-3.97981, -5.17605, 7.34392)  -0.16
C (-3.13438, -5.48908, 6.12583)  -0.15
O (-3.58532, -4.57775, 5.11077)  0.04
H (-5.95762, -5.57817, 6.52367)  0.14
H (-5.79766, -3.98208, 7.31966)  0.13
H (-4.07772, -6.01827, 8.02806)  0.12
H (-3.53873, -4.34337, 7.89730)  0.12
H (-3.28337, -6.51042, 5.76648)  0.13
H (-2.07255, -5.33262, 6.30950)  0.13
O (5.61197, 0.30348, -4.69053)  0.12
C (6.29236, 0.82127, -3.85370)  -0.48
C (7.67258, 1.39493, -4.05897)  -0.08
C (8.17809, 1.53570, -2.63317)  -0.16
C (6.89426, 1.75252, -1.85770)  -0.16
O (5.89224, 1.00940, -2.56917)  0.01
H (7.58271, 2.36179, -4.55792)  0.13
H (8.29150, 0.71969, -4.64511)  0.13
H (8.90289, 2.33826, -2.49858)  0.12
H (8.64872, 0.60145, -2.31706)  0.12
H (6.59479, 2.80369, -1.83308)  0.13
H (6.96382, 1.38244, -0.83568)  0.13

Kohn-Sham gap ... 7.476 eV
Total energy ... -3089.9272 a.u.
HOMO energy ... -6.9 eV

=====

(2)
Density functional theory data (ωB97M-V with the def2-TZVPD basis set) for a structure of composition C35H64AlCaCl4F4N5O14P2.

Last column: Löwdin charge in e.
Geometry (Å):
C (5.46107, 4.08372, -6.60867)  -0.14
O (4.04668, 3.85073, -6.40934)  -0.23
C (3.73691, 3.79291, -4.98370)  -0.23
C (4.29351, 2.47069, -4.24888)  -0.18
C (3.61168, 1.09631, -4.80214)  -0.20
C (3.63905, -0.04378, -3.65603)  -0.21
C (4.95084, -1.00025, -3.72832)  -0.20
C (5.11358, -1.91447, -2.38742)  -0.22
C (6.23277, -1.36869, -1.36750)  -0.20
C (5.79490, -1.47634, 0.19837)  -0.19
C (4.46973, -0.57222, 0.40413)  -0.21
C (4.53309, 0.28809, 1.76258)  -0.18
C (3.05646, 0.57519, 2.34534)  -0.19
N (2.43359, 1.84810, 1.85759)  -0.12
C (2.88486, 2.52384, 0.62044)  -0.01
C (2.25846, 3.84637, 0.08209)  -0.01
C (1.04887, 4.49442, 0.86361)  -0.02
C (0.38454, 5.81910, 0.31778)  -0.35
O (-0.44206, 6.55785, 0.92826)  0.03
O (0.78683, 6.27900, -1.00851)  -0.01
C (0.56712, 3.71967, 2.15940)  -0.12
O (-0.55983, 4.30264, 2.82520)  -0.12
C (-1.72492, 3.83856, 2.03982)  -0.15
C (-2.97884, 3.42177, 2.94824)  -0.15
N (-4.11728, 3.11084, 1.98751)  -0.11
C (-3.88499, 1.76213, 1.30952)  -0.27
C (-3.41062, 1.93666, -0.24448)  -0.42
C (-4.41445, 1.19605, -1.33044)  -0.22
O (-2.08111, 1.38626, -0.50751)  -0.08
C (1.28928, 2.39036, 2.65442)  -0.12
P (0.64169, 1.52545, 4.20933)  0.67
N (0.15844, 0.05267, 3.70434)  -0.37
O (-0.71251, 2.26771, 4.90513)  -0.18
O (1.83564, 1.45656, 5.46131)  -0.31
H (5.65930, 5.06068, -7.20191)  0.10
H (6.05942, 4.19087, -5.62696)  0.09
H (5.94343, 3.21799, -7.20968)  0.10
H (2.60492, 3.92736, -4.85992)  0.13
H (4.25288, 4.69562, -4.47799)  0.12
H (4.04763, 2.56781, -3.12075)  0.10
H (5.43828, 2.36091, -4.35985)  0.11
H (2.50793, 1.37873, -5.03321)  0.11
H (4.10696, 0.75454, -5.78915)  0.12
H (3.63916, 0.49316, -2.63861)  0.08
H (2.66903, -0.65905, -3.75427)  0.12
H (5.92019, -0.40325, -3.96053)  0.11
H (4.78942, -1.72565, -4.61117)  0.11
H (5.37029, -2.96918, -2.74230)  0.09
H (4.05283, -1.97783, -1.91886)  0.11
H (6.44208, -0.27301, -1.64328)  0.10
H (7.20417, -1.96891, -1.53337)  0.11
H (6.69446, -1.06854, 0.80076)  0.11
H (5.53346, -2.55314, 0.50066)  0.11
H (4.36646, 0.10613, -0.52164)  0.08
H (3.57043, -1.28694, 0.40021)  0.11
H (5.14745, -0.31729, 2.54071)  0.12
H (5.13592, 1.26438, 1.58291)  0.12
H (2.38028, -0.28121, 1.94285)  0.12
H (3.16983, 0.53364, 3.49763)  0.10
H (3.73954, 2.10704, -0.03697)  0.10
H (2.67159, 4.31688, -0.88388)  0.09
H (1.71141, 6.62021, -0.91027)  0.11
H (-1.99278, 4.57324, 1.18427)  0.14
H (-1.36118, 2.86319, 1.52055)  0.12
H (-2.82308, 2.44317, 3.54850)  0.12
H (-3.24438, 4.27368, 3.66894)  0.15
H (-4.91465, 2.90683, 2.63644)  0.08
H (-3.12849, 1.09923, 1.85754)  0.14
H (-4.90686, 1.17236, 1.30468)  0.03
H (-3.33480, 3.07588, -0.43571)  0.14
H (-4.37369, 1.75165, -2.34578)  0.10
H (-3.96533, 0.14478, -1.49784)  0.12
H (-5.51546, 1.07413, -0.94366)  -0.16
H (-2.08255, 0.41943, -0.32623)  0.10
H (0.34463, -0.00532, 2.67473)  0.03
H (-0.37430, 2.96728, 5.53167)  0.11
H (2.47453, 2.19936, 5.31141)  0.08
O (4.31580, -4.53839, -1.53892)  0.08
C (3.32480, -4.77011, -0.88917)  -0.46
O (2.94060, -4.04611, 0.19695)  0.01
C (1.78719, -4.65825, 0.79012)  -0.17
C (1.16491, -5.48342, -0.31105)  -0.18
C (2.36935, -5.90741, -1.12169)  -0.08
H (2.11369, -5.27114, 1.63553)  0.13
H (1.10843, -3.88624, 1.15540)  0.10
H (0.57094, -6.31911, 0.06010)  0.11
H (0.51361, -4.85327, -0.92491)  0.12
H (2.81354, -6.82970, -0.73927)  0.14
H (2.12648, -6.00600, -2.17967)  0.13
C (-1.55048, -2.59820, 2.94256)  -0.08
C (-1.31428, -3.98446, 2.52740)  -0.26
N (-1.12829, -5.07391, 2.20153)  0.15
H (-0.63264, -2.12107, 3.29688)  0.00
H (-1.93416, -1.99090, 2.11842)  0.07
H (-2.27961, -2.53940, 3.75429)  0.09
C (-1.85601, -9.21659, -2.64050)  -0.06
C (-1.89022, -7.81377, -2.05574)  -0.49
C (-3.03207, -6.99831, -2.64007)  -0.06
O (-0.64989, -7.15664, -2.32625)  -0.08
H (-1.70266, -9.18505, -3.72416)  0.08
H (-1.02270, -9.78759, -2.21985)  0.07
H (-2.78616, -9.75273, -2.43597)  0.08
H (-1.99806, -7.87102, -0.96862)  0.14
H (-2.91979, -6.88947, -3.72375)  0.08
H (-3.03686, -5.98801, -2.21910)  0.07
H (-3.99729, -7.46744, -2.43577)  0.07
H (-0.54625, -7.10184, -3.28607)  0.09
Cl (1.23133, -1.16941, 5.09412)  0.16
F (-5.21346, -9.08903, -3.92224)  -0.24
Al (-5.99567, -10.68256, -3.81045)  0.06
F (-7.52684, -10.53024, -2.92086)  -0.26
F (-4.92068, -11.80939, -2.95234)  -0.26
F (-6.31853, -11.30039, -5.44583)  -0.26
C (-7.63383, 3.89096, 5.09153)  -0.08
C (-7.40801, 2.49978, 4.68811)  -0.29
N (-7.22814, 1.40499, 4.37256)  0.10
H (-6.70886, 4.36939, 5.42416)  0.04
H (-8.03008, 4.49020, 4.26771)  0.08
H (-8.34821, 3.96116, 5.91525)  0.08
Ca (-5.92438, 2.26811, -0.06697)  0.73
O (-7.05838, 5.66156, 7.84606)  -0.21
P (-5.79888, 6.37641, 7.34425)  -0.11
O (-5.72401, 7.77903, 7.95652)  -0.19
O (-5.85274, 6.48739, 5.81625)  -0.23
O (-4.55965, 5.57586, 7.75812)  -0.19
C (-3.18171, 8.61466, 0.20623)  -1.54
Cl (-4.59307, 7.86138, 0.96298)  0.51
Cl (-3.22328, 8.39045, -1.54949)  0.50
Cl (-3.10306, 10.33653, 0.61115)  0.50
H (-2.28514, 8.12998, 0.59237)  -0.02

Total charge ... -2
Kohn-Sham gap ... 1.687 eV
Total energy ... -6541.8721 a.u.
Relative energy (zero: lowest compared OMol25 entry of this formula, charge and spin) ... 921.3 kJ/mol
HOMO energy ... -1.8 eV